{
  "formula": "C24H27N4O2RuS4Se",
  "method": "the ωB97M-V functional and the def2-TZVPD basis",
  "total_charge": 2,
  "multiplicity": 6,
  "e_lumo_ha": [-0.243, -0.308],
  "gap_ev": [7.54, 5.70],
  "elements": ["H", "H", "C", "H", "Se", "C", "C", "S", "C", "S", "C", "C", "C", "N", "C", "H", "H", "C", "C", "O", "S", "H", "H", "H", "C", "H", "C", "C", "N", "H", "C", "H", "Ru", "H", "C", "H", "C", "H", "H", "O", "C", "S", "N", "H", "N", "C", "C", "C", "H", "H", "C", "H", "H", "C", "H", "H", "H", "C", "H", "H", "H", "C", "H"],
  "xyz": [[-3.3747, 2.6499, -0.2510], [-2.4837, 4.1016, 4.3948], [0.6629, 2.1761, 0.1327], [1.8721, 5.1056, 1.2025], [0.6956, -2.2103, 3.0656], [-2.4791, -3.1318, -0.5106], [-3.8219, 4.0780, 1.2846], [1.7395, -4.1029, -1.1003], [2.9004, 1.9416, 0.6595], [3.0225, -0.7731, -1.1817], [-0.6445, -2.6554, 0.9567], [-3.3124, -3.4533, 0.6027], [1.8300, 4.0611, 0.9258], [-0.4318, 1.3964, -0.3373], [1.5697, -4.5761, -2.8186], [3.0433, -1.3960, -4.2587], [3.4631, 0.7398, -2.9899], [-2.2614, 2.2940, 1.5660], [1.5276, -3.4981, -3.9047], [-2.3640, 0.0254, 0.2457], [0.8154, -1.8619, -3.5115], [3.7931, -2.4416, -2.6907], [-4.5334, 4.6165, 0.6737], [2.3538, -5.2878, -3.0848], [2.9712, 3.2663, 1.0299], [-4.9525, 6.1463, 2.4286], [3.8736, -2.3188, -1.6140], [-3.5841, 4.4948, 2.5957], [1.7512, 1.4161, 0.2083], [3.5209, -3.4144, 0.2034], [-4.3047, 5.6796, 3.1668], [1.7915, 0.7514, -2.4711], [0.6056, -0.5640, -0.2117], [-0.5555, -2.6224, -1.2366], [-1.9944, 2.6898, 2.8739], [3.7569, 1.2833, 0.7031], [-1.4915, -2.9528, 2.0770], [-3.5950, 6.4268, 3.5228], [-4.9171, 5.3782, 4.0171], [-0.5315, 0.3583, 1.8613], [2.6239, 0.0902, -2.7386], [-1.4584, 0.9478, 0.8735], [-0.9365, -2.8040, 3.2666], [-0.2617, 4.1000, 0.3707], [0.5927, -2.2119, 1.2622], [0.6423, 3.5170, 0.4666], [3.4298, -3.5649, -0.8767], [-2.6686, 3.7869, 3.3761], [2.5302, -3.3090, -4.2815], [4.9237, -2.1282, -1.3875], [-3.1716, 2.9776, 0.7593], [-4.3300, -3.7674, 0.4203], [3.9047, 3.6762, 1.3852], [-2.8409, -3.3789, 1.8711], [1.9486, -0.1253, -4.7304], [4.1358, -4.3581, -1.1326], [-1.2840, 2.1459, 3.4797], [-1.1715, -2.7662, -0.3586], [-2.8965, -3.1998, -1.5061], [0.6364, -5.1420, -2.8265], [-3.4489, -3.6217, 2.7305], [2.2170, -0.7859, -3.9040], [0.9566, -3.8945, -4.7444]],
  "atomic_forces_ev_per_a": [[0.01, -0.04, -0.04], [0.00, 0.01, 0.02], [-0.48, -0.24, -0.33], [0.01, 0.02, 0.01], [0.02, 0.03, -0.04], [-0.08, 0.00, 0.19], [0.04, -0.07, -0.02], [-0.25, 0.10, 0.31], [-0.02, 0.03, -0.06], [-0.09, 0.00, 0.36], [-0.03, -0.01, -0.22], [0.04, 0.04, -0.14], [0.01, -0.03, -0.01], [0.14, -0.03, 0.05], [0.02, -0.11, -0.10], [0.02, 0.00, -0.02], [0.05, -0.10, -0.07], [-0.10, 0.34, -0.11], [0.06, -0.03, -0.15], [0.00, 0.14, 0.06], [-0.08, -0.01, 0.06], [-0.01, -0.08, 0.00], [-0.02, 0.02, -0.01], [-0.03, -0.03, 0.02], [-0.01, 0.03, -0.01], [-0.01, 0.00, 0.00], [0.14, 0.15, -0.45], [-0.05, 0.05, -0.01], [0.18, 0.05, 0.29], [-0.02, -0.05, -0.06], [0.01, -0.01, -0.03], [0.12, 0.00, 0.00], [0.68, -0.08, 0.04], [0.13, -0.01, -0.02], [-0.01, 0.06, -0.05], [0.01, -0.01, 0.02], [-0.10, -0.13, 0.08], [0.00, 0.00, 0.02], [0.00, 0.00, 0.02], [-0.20, 0.01, -0.03], [0.02, 0.23, 0.06], [0.01, -0.56, -0.01], [0.21, 0.09, 0.00], [-0.03, -0.01, -0.01], [-0.45, -0.03, -0.04], [0.11, 0.05, 0.03], [0.14, 0.02, 0.15], [0.05, -0.04, 0.02], [0.00, 0.02, -0.01], [-0.01, 0.03, -0.02], [-0.05, 0.06, 0.15], [-0.02, 0.01, -0.01], [0.02, 0.01, 0.02], [0.12, 0.03, 0.07], [-0.07, -0.04, 0.03], [-0.07, -0.05, -0.02], [0.02, -0.03, -0.01], [-0.14, -0.02, -0.01], [0.00, -0.02, -0.02], [0.01, 0.03, 0.07], [0.00, -0.01, 0.03], [0.02, 0.15, -0.05], [0.00, 0.06, 0.00]],
  "mulliken_charge": [0.473, 0.444, 0.740, 0.454, 0.327, -0.908, -0.977, 0.116, -0.398, -0.030, 0.609, -0.677, -0.306, -0.615, -0.836, 0.574, 0.607, -0.174, -0.782, -0.642, 0.057, 0.233, 0.352, 0.510, -0.925, 0.369, -0.553, 0.948, 0.548, 0.383, -1.402, 0.374, -0.023, -0.060, -0.041, 0.469, 0.484, 0.354, 0.349, -0.456, -0.608, 2.056, -0.705, 0.588, -0.613, -0.821, -0.960, -0.848, 0.352, 0.488, -0.573, 0.451, 0.450, -0.596, 0.517, 0.564, 0.477, 0.923, 0.494, 0.414, 0.509, -1.042, 0.518]
}